Entry 1:
A molecular structure, C47H54N6O4P2Rh. Source: the Open Molecules 2025 dataset; level of theory: ωB97M-V/def2-TZVPD.

Computed properties:
- HOMO-LUMO gap: 6.5 eV
- Charge: +1
- Energy: -3246.12255 hartree

Each line ends with the Löwdin charge.
Element x y z (Å)
Rh (0.630, 0.672, 0.593)  0.62
O (-1.840, -2.573, 0.873)  0.01
C (-0.735, -2.118, 1.147)  -0.63
O (-0.487, -0.887, 1.388)  -0.21
C (0.448, -3.067, 1.187)  -0.13
C (0.170, -4.427, 1.285)  -0.02
C (1.181, -5.371, 1.238)  -0.06
C (2.491, -4.957, 1.050)  -0.06
C (2.779, -3.606, 0.944)  -0.09
C (1.775, -2.641, 1.034)  -0.25
P (2.277, -0.871, 1.022)  1.02
C (3.002, -0.673, 2.689)  -0.34
C (4.149, -1.349, 3.112)  -0.10
C (4.620, -1.192, 4.404)  -0.07
C (3.946, -0.363, 5.294)  -0.07
C (2.802, 0.305, 4.888)  -0.07
C (2.332, 0.150, 3.590)  -0.09
C (3.713, -0.888, -0.111)  -0.36
C (3.538, -1.438, -1.382)  -0.10
C (4.551, -1.391, -2.325)  -0.07
C (5.761, -0.782, -2.015)  -0.07
C (5.948, -0.232, -0.758)  -0.07
C (4.931, -0.285, 0.188)  -0.12
H (-0.865, -4.723, 1.394)  0.12
H (0.949, -6.423, 1.334)  0.11
H (3.292, -5.683, 0.986)  0.11
H (3.806, -3.304, 0.783)  0.10
H (4.682, -2.001, 2.431)  0.10
H (5.510, -1.719, 4.720)  0.11
H (4.313, -0.244, 6.305)  0.11
H (2.271, 0.945, 5.578)  0.11
H (1.431, 0.664, 3.273)  0.08
H (2.602, -1.919, -1.632)  0.09
H (4.401, -1.832, -3.302)  0.11
H (6.558, -0.751, -2.747)  0.11
H (6.892, 0.234, -0.505)  0.11
H (5.111, 0.121, 1.176)  0.10
O (-7.214, 1.494, 0.459)  0.13
C (-6.467, 2.584, 0.176)  -0.48
O (-6.981, 3.635, -0.069)  0.15
C (-4.981, 2.386, 0.157)  -0.13
C (-4.164, 3.446, 0.512)  0.01
C (-2.791, 3.302, 0.438)  0.00
C (-2.215, 2.121, -0.022)  -0.19
C (-3.040, 1.042, -0.371)  -0.21
C (-4.416, 1.192, -0.270)  0.03
N (-0.796, 2.065, -0.169)  0.01
C (-0.259, 3.046, -0.795)  -0.07
C (1.186, 3.149, -0.779)  -0.24
C (1.874, 4.200, -1.361)  0.00
C (3.239, 4.305, -1.147)  -0.04
C (3.844, 3.375, -0.320)  -0.02
C (3.092, 2.342, 0.213)  -0.10
N (1.790, 2.189, -0.044)  -0.05
H (-6.661, 0.783, 0.804)  0.11
H (-4.609, 4.375, 0.842)  0.13
H (-2.145, 4.114, 0.748)  0.13
H (-1.743, -0.554, -0.357)  0.08
H (-5.049, 0.372, -0.582)  0.10
H (-0.857, 3.806, -1.294)  0.14
H (1.337, 4.929, -1.953)  0.12
H (3.808, 5.111, -1.588)  0.12
H (4.897, 3.437, -0.081)  0.12
H (3.532, 1.613, 0.875)  0.08
N (-2.490, -0.135, -0.912)  0.02
P (-2.988, -0.904, -2.272)  0.75
N (-3.477, 0.273, -3.287)  -0.18
C (-4.653, 0.102, -4.167)  -0.17
C (-5.019, 1.431, -4.823)  -0.17
C (-4.912, 2.571, -3.818)  -0.16
C (-3.460, 2.739, -3.336)  -0.15
C (-2.652, 1.460, -3.559)  -0.19
N (-1.739, -1.754, -2.882)  -0.17
C (-1.100, -2.750, -2.010)  -0.19
C (-0.621, -3.967, -2.789)  -0.16
C (0.203, -3.572, -4.012)  -0.19
C (-0.554, -2.556, -4.862)  -0.17
C (-0.927, -1.340, -4.028)  -0.18
N (-4.201, -1.947, -1.992)  -0.17
C (-4.919, -2.080, -0.703)  -0.19
C (-5.102, -3.549, -0.361)  -0.16
C (-5.966, -4.267, -1.410)  -0.18
C (-5.834, -3.591, -2.780)  -0.17
C (-4.428, -3.045, -2.961)  -0.19
H (-5.488, -0.243, -3.554)  0.12
H (-4.463, -0.656, -4.934)  0.11
H (-6.032, 1.346, -5.217)  0.12
H (-4.368, 1.625, -5.679)  0.12
H (-5.565, 2.359, -2.967)  0.11
H (-5.275, 3.499, -4.258)  0.12
H (-3.452, 3.007, -2.279)  0.08
H (-2.965, 3.551, -3.874)  0.12
H (-1.769, 1.431, -2.919)  0.11
H (-2.293, 1.415, -4.591)  0.12
H (-1.813, -3.050, -1.237)  0.10
H (-0.255, -2.270, -1.501)  0.12
H (-1.483, -4.560, -3.106)  0.11
H (-0.035, -4.592, -2.109)  0.12
H (0.445, -4.457, -4.602)  0.11
H (1.155, -3.134, -3.693)  0.11
H (-1.468, -3.011, -5.256)  0.12
H (0.047, -2.235, -5.715)  0.12
H (-1.482, -0.618, -4.621)  0.10
H (-0.012, -0.850, -3.666)  0.13
H (-5.901, -1.597, -0.783)  0.12
H (-4.340, -1.591, 0.074)  0.10
H (-5.550, -3.618, 0.631)  0.12
H (-4.113, -4.001, -0.277)  0.11
H (-7.014, -4.277, -1.106)  0.11
H (-5.653, -5.310, -1.485)  0.11
H (-6.543, -2.763, -2.872)  0.11
H (-6.059, -4.289, -3.587)  0.12
H (-4.283, -2.671, -3.975)  0.10
H (-3.692, -3.840, -2.800)  0.11

Entry 2:
A molecular structure, C47H56FeN4O8. Source: the Open Molecules 2025 dataset; level of theory: ωB97M-V/def2-TZVPD.

Computed properties:
- HOMO-LUMO gap (spin up / spin down): 5.5 / 5.9 eV
- Charge: -2
- Energy: -3909.22364 hartree
- Spin multiplicity: 5
- ⟨S²⟩: 6.092

Each line ends with the Löwdin charge.
Element x y z (Å)
Fe (0.592, 1.853, 0.755)  0.90
C (-3.175, -4.634, 1.312)  -0.06
C (-3.731, -3.310, 1.774)  -0.57
C (-5.203, -3.293, 1.325)  -0.06
C (-3.795, -3.378, 3.277)  -0.08
C (-2.965, -2.089, 1.300)  -0.17
C (-2.051, -1.371, 2.034)  0.01
C (-1.287, -0.313, 1.507)  -0.16
N (-0.249, 0.409, 2.010)  0.09
C (0.596, 0.012, 3.019)  -0.15
C (0.711, -1.302, 3.540)  0.03
C (1.700, -1.611, 4.427)  -0.21
C (2.563, -0.566, 4.773)  0.00
C (2.573, 0.729, 4.271)  -0.10
C (1.605, 0.997, 3.265)  -0.29
O (1.624, 2.058, 2.521)  -0.14
C (3.563, 1.834, 4.665)  -0.51
C (4.634, 1.832, 3.585)  -0.05
C (2.792, 3.209, 4.653)  -0.05
C (4.227, 1.599, 6.050)  -0.07
C (2.081, -2.989, 4.884)  -0.56
C (3.307, -3.491, 4.158)  -0.06
C (0.958, -3.986, 4.573)  -0.08
C (2.348, -3.069, 6.435)  -0.04
C (-1.532, 0.036, 0.093)  -0.26
O (-0.994, 1.103, -0.321)  -0.08
C (-2.354, -0.821, -0.733)  -0.06
C (-3.056, -1.820, -0.095)  0.00
C (-2.508, -0.550, -2.286)  -0.53
C (-3.443, -1.610, -2.876)  -0.08
C (-1.081, -0.745, -2.865)  -0.02
C (-3.071, 0.838, -2.536)  -0.05
H (-3.689, -5.478, 1.810)  0.08
H (-2.131, -4.737, 1.556)  0.08
H (-3.236, -4.835, 0.266)  0.07
H (-5.704, -4.117, 1.843)  0.08
H (-5.317, -3.429, 0.257)  0.07
H (-5.748, -2.369, 1.581)  0.09
H (-4.067, -4.398, 3.606)  0.08
H (-4.540, -2.632, 3.638)  0.10
H (-2.911, -3.208, 3.856)  0.06
H (-1.938, -1.611, 3.090)  0.09
H (-0.002, -2.039, 3.212)  0.08
H (3.285, -0.739, 5.592)  0.10
H (4.177, 2.129, 2.623)  0.09
H (5.025, 0.791, 3.532)  0.09
H (5.443, 2.568, 3.830)  0.09
H (2.479, 3.508, 3.622)  0.09
H (3.341, 4.045, 4.967)  0.05
H (1.833, 3.204, 5.136)  0.08
H (4.751, 0.644, 6.030)  0.06
H (3.462, 1.504, 6.889)  0.10
H (4.989, 2.345, 6.291)  0.07
H (3.150, -3.351, 3.049)  0.11
H (3.437, -4.572, 4.325)  0.08
H (4.191, -2.895, 4.401)  0.08
H (0.677, -4.051, 3.527)  0.08
H (0.011, -3.696, 5.057)  0.09
H (1.185, -4.960, 4.954)  0.06
H (3.216, -2.555, 6.764)  0.05
H (2.459, -4.132, 6.657)  0.07
H (1.527, -2.685, 7.049)  0.09
H (-3.613, -2.489, -0.705)  0.08
H (-3.036, -2.588, -2.703)  0.07
H (-3.559, -1.400, -3.949)  0.09
H (-4.421, -1.470, -2.478)  0.07
H (-0.845, -1.816, -2.713)  0.09
H (-0.480, -0.051, -2.282)  0.06
H (-0.920, -0.561, -3.977)  0.10
H (-4.117, 0.931, -2.240)  0.08
H (-3.069, 0.986, -3.646)  0.09
H (-2.508, 1.637, -2.067)  0.07
C (3.674, -0.536, -0.891)  0.00
C (2.510, 0.486, -0.874)  -0.42
O (1.955, 0.575, 0.253)  -0.06
C (2.129, 1.206, -1.981)  -0.03
C (1.270, 2.291, -1.968)  -0.26
C (0.784, 2.942, -3.301)  -0.01
N (0.872, 2.908, -0.843)  -0.05
N (0.138, 4.078, -0.971)  0.09
C (-0.391, 4.342, 0.149)  -0.46
O (-0.337, 3.521, 1.152)  -0.09
C (-1.260, 5.569, 0.215)  -0.10
C (-1.012, 6.627, -0.664)  -0.04
C (-1.716, 7.817, -0.507)  -0.10
C (-2.685, 7.981, 0.506)  -0.10
C (-2.929, 6.925, 1.421)  -0.10
C (-2.193, 5.790, 1.266)  -0.04
H (4.668, -0.024, -0.717)  0.10
H (3.691, -1.062, -1.858)  0.08
H (3.431, -1.168, -0.102)  0.04
H (2.556, 0.855, -2.904)  0.11
H (1.065, 2.360, -4.195)  0.07
H (1.321, 3.873, -3.349)  0.07
H (-0.290, 3.122, -3.266)  0.07
H (-0.321, 6.545, -1.467)  0.10
H (-1.438, 8.662, -1.092)  0.08
H (-3.170, 8.983, 0.589)  0.10
H (-3.700, 7.041, 2.125)  0.08
H (-2.368, 5.001, 1.998)  0.11
O (3.258, 0.569, -8.018)  -0.07
C (2.189, 0.360, -7.395)  -0.68
O (1.911, 0.622, -6.197)  -0.07
C (1.145, -0.540, -8.096)  -0.09
C (1.579, -1.139, -9.259)  -0.04
C (0.732, -2.005, -9.932)  -0.02
C (-0.504, -2.296, -9.412)  -0.18
C (-0.940, -1.768, -8.178)  -0.03
C (-0.169, -0.845, -7.557)  0.00
N (-1.378, -3.303, -10.012)  -0.35
O (-2.474, -3.485, -9.431)  0.00
O (-1.064, -3.867, -11.035)  0.05
H (2.559, -0.943, -9.693)  0.11
H (1.033, -2.457, -10.907)  0.12
H (-1.866, -2.239, -7.757)  0.13
H (-0.430, -0.361, -6.582)  0.12